Entry from OMol25: a molecular structure, C31H35CsF3IN3O2SbTe at a distorted geometry (ωB97M-V/def2-TZVPD).

XYZ file:
```
78
Properties=species:S:1:pos:R:3:forces:R:3:lowdin_charge:R:1
Cs 2.22741 -0.33242 -1.24562 1.1 -1.5 2.2 1.03
N -1.00380 2.58788 -1.15946 0.0 -0.1 0.0 0.01
C -1.39839 3.79206 -0.43933 -0.1 0.1 0.0 -0.28
C -0.25160 4.30095 0.41145 0.0 0.0 0.0 -0.25
N 0.19961 3.28589 1.34693 0.0 0.0 -0.1 -0.06
C 1.39591 3.67586 2.06473 0.1 -0.1 -0.1 -0.25
C 1.96433 2.51035 2.85426 -0.1 -0.1 0.0 -0.27
N 2.50859 1.47519 1.95582 -0.1 0.1 -0.1 -0.01
H -0.24421 2.76623 -1.81123 0.0 -0.1 0.0 0.04
H -1.77502 2.22904 -1.70812 0.0 -0.1 0.0 0.05
H -2.23682 3.53707 0.21416 0.0 0.0 0.0 0.10
H -1.72836 4.60674 -1.09690 0.0 0.0 0.0 0.11
H -0.58796 5.18213 0.96550 0.0 0.0 0.0 0.12
H 0.56736 4.63928 -0.24917 0.0 0.0 0.0 0.12
H 0.36603 2.43112 0.82456 0.0 0.0 0.0 0.07
H 1.14298 4.49480 2.74322 0.0 0.0 0.1 0.12
H 2.18327 4.06583 1.39152 0.0 0.0 0.0 0.12
H 1.13135 2.08052 3.41586 0.1 -0.1 0.1 0.10
H 2.71449 2.86422 3.56876 0.0 0.1 0.0 0.11
H 2.93868 0.73743 2.50318 0.0 0.0 0.0 0.05
H 3.25053 1.88753 1.39789 0.0 0.0 0.0 0.07
I 0.46525 3.46379 -9.43252 0.0 0.0 -0.1 0.86
C 1.00559 2.71969 -7.56460 0.1 -0.1 0.1 -0.75
C 0.16783 2.92460 -6.47799 0.0 0.0 0.0 -0.15
C 0.53304 2.42301 -5.23726 0.0 0.0 0.0 -0.02
C 1.72252 1.72534 -5.08099 0.1 0.0 0.0 -0.15
C 2.55241 1.53008 -6.17872 0.0 0.0 0.0 -0.01
C 2.19984 2.02461 -7.42444 0.0 0.0 0.0 -0.15
C 2.11264 1.15826 -3.73537 0.0 0.3 -0.4 -0.78
O 3.17762 0.51433 -3.65011 0.2 0.1 -0.4 -0.19
O 1.30654 1.33365 -2.77378 -0.8 1.4 -1.2 -0.48
H -0.75863 3.46915 -6.59901 0.0 0.0 0.0 0.09
H -0.10925 2.56572 -4.37819 0.0 0.0 0.0 0.11
H 3.47744 0.98738 -6.03729 0.0 0.0 0.0 0.12
H 2.84618 1.87349 -8.27820 0.0 0.0 0.0 0.09
F -4.76088 1.16937 5.22893 0.0 0.0 0.0 0.06
C -3.74998 0.68652 4.48006 0.0 0.0 0.0 -0.28
C -3.66293 1.06903 3.15569 0.0 0.0 0.1 0.00
C -2.61512 0.56872 2.39804 0.0 0.1 0.0 -0.13
C -1.68116 -0.30960 2.94623 0.0 0.1 0.0 -0.40
C -1.80139 -0.66259 4.28657 0.0 -0.1 0.1 -0.13
C -2.83833 -0.16621 5.06682 0.0 0.0 0.0 -0.01
Sb -0.16707 -1.02442 1.63118 -0.1 -0.1 0.0 1.46
C -1.08509 -2.92318 1.23102 -0.1 0.0 0.1 -0.40
C -0.84259 -3.56863 0.02259 0.0 0.0 0.0 -0.15
C -1.36960 -4.82875 -0.24286 0.0 0.0 0.0 -0.01
C -2.15028 -5.42460 0.72329 0.0 0.0 0.0 -0.28
F -2.66911 -6.64378 0.47912 0.0 0.0 0.0 0.06
C -2.42539 -4.81661 1.93443 0.0 0.0 0.0 0.00
C -1.88507 -3.56436 2.17791 0.0 0.0 0.0 -0.10
C 1.14449 -1.83105 3.12907 0.1 0.0 0.1 -0.39
C 1.63749 -1.03201 4.16093 0.0 0.1 0.0 -0.15
C 2.54267 -1.52125 5.09305 0.0 0.0 0.0 0.00
C 2.96129 -2.83136 4.97100 0.0 0.0 0.0 -0.28
F 3.84140 -3.31861 5.86714 0.0 0.0 0.0 0.06
C 2.50592 -3.65864 3.96589 0.0 0.0 0.0 0.00
C 1.59418 -3.14808 3.05048 0.0 0.0 0.0 -0.11
H -4.39559 1.74946 2.74341 0.0 0.0 0.0 0.12
H -2.51999 0.88468 1.36469 0.0 0.0 0.0 0.09
H -1.08714 -1.33861 4.74249 0.0 0.0 0.0 0.10
H -2.94621 -0.43234 6.10968 0.0 0.0 0.0 0.12
H -0.24114 -3.08702 -0.74216 0.0 0.0 0.0 0.05
H -1.18803 -5.34259 -1.17727 0.0 0.0 0.0 0.12
H -3.04937 -5.32176 2.65929 0.0 0.0 0.0 0.12
H -2.09799 -3.08165 3.12485 0.0 0.0 0.0 0.09
H 1.30294 -0.00585 4.26612 0.0 0.0 0.0 0.09
H 2.91758 -0.90934 5.90258 0.0 0.0 0.0 0.12
H 2.85724 -4.68020 3.91134 0.0 0.0 0.0 0.12
H 1.22526 -3.80463 2.27095 0.0 0.0 0.0 0.10
C 0.39349 -1.43809 -4.77487 0.0 0.0 0.0 -0.40
Te -0.76662 -0.92481 -3.05536 -0.4 0.1 -0.1 1.13
C -2.02776 -2.63498 -3.24469 0.0 -0.1 0.0 -0.47
H -0.08500 -1.05904 -5.67296 0.0 0.0 0.0 0.01
H 0.45208 -2.52428 -4.80094 0.0 0.0 0.0 0.01
H 1.39544 -1.02460 -4.69023 0.0 0.0 0.0 -0.01
H -1.41739 -3.53484 -3.28675 0.0 0.0 0.0 -0.01
H -2.63922 -2.55562 -4.13946 0.0 0.0 0.0 0.00
H -2.66942 -2.68464 -2.36687 0.0 0.0 0.0 -0.01
```
Forces are in eV/Å.

Output
Multiplicity: 1
E_LUMO: -0.129 eV
HOMO-LUMO gap: 0.288 hartree
Net charge: 0
Relative energy (zero: lowest compared OMol25 entry of this formula, charge and spin): 88.0 kJ/mol


Entry from OMol25: a molecular structure, C31H35FInNO9P at a distorted geometry (ωB97M-V/def2-TZVPD).

XYZ file:
```
79
Properties=species:S:1:pos:R:3:forces:R:3:lowdin_charge:R:1
C 2.78546 -2.05605 2.88388 0.2 0.1 0.0 -0.14
C 2.13658 -2.93993 1.82536 -0.6 0.5 0.7 -0.42
F 2.89313 -4.14106 1.72506 0.2 0.0 -0.3 -0.15
In -0.06574 -3.21834 2.21042 0.1 0.1 -0.3 0.72
C -0.83146 -1.17817 2.66167 0.0 -0.1 -0.3 -0.29
C -2.35831 -1.06181 2.55556 0.3 0.4 0.3 -0.31
C -2.85878 0.27412 1.98853 -0.2 -0.3 0.0 -0.19
C -2.45215 1.48817 2.83140 -0.4 0.0 0.0 -0.14
N -1.67837 2.49913 2.13038 -0.2 -0.2 0.2 -0.11
C -1.88838 3.83684 2.27097 -0.2 0.4 0.1 -0.12
C -0.97703 4.50530 1.50658 0.2 0.3 -0.3 -0.11
C -0.17344 3.53124 0.87132 0.2 0.2 -0.1 -0.09
C -0.62986 2.31063 1.28358 0.3 -0.1 -0.3 -0.10
C -0.93713 -3.78580 0.24941 0.0 0.1 0.2 -0.27
C 0.08686 -3.62302 -0.86142 -0.5 0.0 0.0 -0.24
C -0.42024 -4.06253 -2.22071 -0.3 -0.3 -0.2 -0.52
O -1.45988 -4.61297 -2.46246 0.5 0.4 0.1 0.11
O 0.41317 -3.73377 -3.26354 0.0 -0.3 -0.1 0.07
P -0.51499 -4.91271 4.06692 0.6 -0.4 -0.3 0.47
O 0.20947 -6.22977 3.93580 -0.1 -0.1 0.0 -0.63
H 3.58461 -1.41773 2.49106 0.1 -0.1 0.0 0.06
H 2.05024 -1.38889 3.33735 0.0 0.0 0.0 0.04
H 3.20652 -2.66379 3.68463 -0.1 -0.1 0.0 0.07
H 2.21285 -2.40406 0.87373 0.2 -0.3 -0.2 0.06
H -0.45579 -0.77562 3.60362 0.0 0.0 0.1 0.03
H -0.38662 -0.55695 1.87566 0.1 -0.1 0.0 0.02
H -2.76986 -1.86575 1.94442 -0.2 -0.1 0.0 0.08
H -2.77643 -1.13693 3.56480 -0.1 -0.3 0.0 0.10
H -3.95108 0.22626 1.96376 0.0 0.1 -0.1 0.10
H -2.53643 0.38363 0.95212 0.1 0.1 0.0 0.11
H -1.93962 1.16106 3.73791 0.2 0.0 -0.1 0.12
H -3.35543 2.00065 3.16191 0.0 0.1 0.1 0.11
H -2.65602 4.24884 2.90226 -0.1 -0.2 0.1 0.11
H -0.88083 5.57285 1.39891 -0.1 0.1 0.1 0.08
H 0.65694 3.70041 0.20521 -0.1 -0.1 0.1 0.06
H -0.24394 1.34774 1.00607 -0.2 -0.2 0.2 0.10
H -1.75778 -3.09957 0.02393 -0.1 -0.1 0.1 0.04
H -1.35042 -4.79160 0.24295 0.0 -0.1 0.0 0.04
H 0.32925 -2.56091 -0.97569 0.2 0.0 0.0 0.11
H 1.01714 -4.15683 -0.64661 0.1 0.0 -0.1 0.10
H 1.28433 -3.51845 -2.91262 0.0 0.2 0.1 0.10
H -0.17205 -4.31521 5.31474 -0.4 0.1 0.1 -0.08
H -1.91595 -5.11491 4.23123 0.0 0.2 0.3 -0.08
C -2.96114 8.02031 -1.13715 0.0 0.0 0.0 0.02
C -3.11661 7.70669 0.14547 0.0 0.0 0.0 0.02
C -3.93925 6.54102 0.55946 0.1 -0.1 -0.1 -0.39
O -4.07735 6.25373 1.72637 -0.1 0.1 0.1 0.10
C -4.57453 5.73553 -0.51416 0.0 0.0 0.0 0.03
C -4.41832 6.04953 -1.79691 0.0 0.0 0.0 0.02
C -3.60011 7.21678 -2.21039 0.0 0.0 0.0 -0.39
O -3.45660 7.50507 -3.37918 0.0 0.0 0.0 0.10
H -2.36755 8.86461 -1.46404 0.0 0.0 0.0 0.12
H -2.65848 8.27410 0.94560 0.0 0.0 0.0 0.12
H -5.16057 4.88620 -0.18756 0.0 0.0 0.0 0.12
H -4.87004 5.47685 -2.59668 0.0 0.0 0.0 0.12
C 4.26514 -7.00809 -0.36305 0.0 0.0 0.0 0.02
C 2.98384 -6.72296 -0.14137 0.0 0.0 0.0 0.04
C 1.91596 -7.27384 -1.01872 0.1 0.1 0.2 -0.37
O 0.75389 -7.00787 -0.81909 -0.2 0.0 -0.1 0.13
C 2.32974 -8.15197 -2.14544 0.0 0.0 0.0 0.02
C 3.61148 -8.43291 -2.35992 0.0 0.0 0.0 0.01
C 4.67958 -7.88326 -1.48437 0.0 0.0 0.0 -0.39
O 5.84748 -8.14718 -1.68991 0.0 0.0 0.0 0.08
H 5.06062 -6.61870 0.25945 0.0 0.0 0.0 0.12
H 2.65736 -6.08359 0.67217 0.0 0.0 0.0 0.11
H 1.53242 -8.53748 -2.76850 0.0 0.0 0.0 0.12
H 3.94181 -9.06763 -3.17272 0.0 0.0 0.0 0.12
C 2.96642 5.90771 -3.98621 0.0 0.0 0.0 0.02
C 3.02020 5.54579 -2.70788 0.0 0.0 0.0 0.02
C 2.32076 4.32833 -2.22383 0.0 0.0 0.0 -0.37
O 2.36642 3.99743 -1.05971 0.2 0.1 -0.1 0.10
C 1.55801 3.53196 -3.21838 0.0 0.0 0.0 0.03
C 1.50455 3.89526 -4.49687 0.0 0.0 0.0 0.02
C 2.20546 5.11041 -4.98270 0.0 0.0 0.0 -0.39
O 2.16126 5.44237 -6.14749 0.0 0.0 0.0 0.10
H 3.46741 6.78956 -4.36480 0.0 0.0 0.0 0.12
H 3.56801 6.10878 -1.96297 0.0 0.0 0.0 0.12
H 1.05520 2.65159 -2.83834 0.0 0.0 0.0 0.13
H 0.95501 3.33214 -5.24020 0.0 0.0 0.0 0.12
```
Forces are in eV/Å.

Output
Multiplicity: 1
E_LUMO: -0.219 eV
HOMO-LUMO gap: 0.176 hartree
Net charge: -1
Relative energy (zero: lowest compared OMol25 entry of this formula, charge and spin): 0.0 kJ/mol